[1]
Formula: C43H79NO17S7
Source: the OMol25 dataset
Level of theory: the ωB97M-V functional and the def2-TZVPD basis

Calculated values
total charge = 0
LUMO energy = -0.60 eV
molecular weight = 1106.56 g mol⁻¹
HOMO-LUMO gap = 8.311 eV
max |F| = 1.52 eV/A
structure (SMILES) = CCCCCCCCC1=C(O)C(=O)C(CN)=CC1=O.O=S1(=O)CCCC1.O=S1(=O)CCCC1.O=S1(=O)CCCC1.O=S1(=O)CCCC1.O=S1(=O)CCCC1.O=S1(=O)CCCC1.O=S1(=O)CCCC1
ΔE to the lowest compared entry with this formula, charge and spin = 0.0 kcal/mol

Structure (XYZ):
```
147
Properties=species:S:1:pos:R:3:forces:R:3:lowdin_charge:R:1
C 4.4997 4.0784 -2.3111 -0.2 0.0 -0.8 -0.10
C 3.6808 3.2738 -3.3496 0.2 -0.2 0.5 -0.25
C 3.0372 2.0059 -2.7537 -0.3 0.0 -1.5 -0.21
C 2.8804 0.9335 -3.8599 0.7 -0.3 0.9 -0.20
C 2.7283 -0.4964 -3.3126 -0.3 0.0 -0.7 -0.20
C 1.3412 -0.8232 -2.7342 -0.1 0.5 0.3 -0.18
C 1.1549 -0.6125 -1.2229 -0.2 -0.3 0.4 -0.18
C 2.3315 -1.0401 -0.3321 -0.2 0.0 -0.3 -0.11
C 2.9745 -2.3582 -0.6970 0.0 0.4 0.2 -0.09
C 4.2460 -2.6099 -0.3809 0.2 -0.5 -0.3 -0.21
O 5.0418 -1.7516 0.2928 -0.1 -0.1 0.2 0.10
C 4.8574 -3.9344 -0.7651 -0.5 0.1 -0.3 -0.25
O 5.6530 -4.4828 -0.0380 0.3 0.3 0.0 0.12
C 4.3674 -4.4891 -2.0830 0.3 -0.7 0.1 -0.11
C 5.2845 -5.2314 -3.0378 0.6 0.8 -0.1 -0.21
N 6.5556 -5.6739 -2.4491 -0.1 -0.2 -0.3 0.01
C 3.0887 -4.2698 -2.3627 -0.1 0.4 0.4 0.07
C 2.2667 -3.4735 -1.3795 0.1 0.0 -0.5 -0.34
O 1.1042 -3.7506 -1.1737 -0.1 0.1 0.0 0.09
H 4.3244 5.1469 -2.4425 0.0 0.0 0.3 0.06
H 5.5626 3.9201 -2.5015 0.0 -0.1 0.2 0.06
H 4.2649 3.7611 -1.2972 -0.1 0.2 0.1 0.06
H 2.8917 3.8719 -3.8081 0.1 0.1 0.1 0.10
H 4.3573 2.9865 -4.1583 -0.1 0.0 -0.1 0.09
H 3.6344 1.6166 -1.9293 0.0 0.0 0.1 0.11
H 2.0448 2.2734 -2.4075 0.1 -0.1 0.5 0.08
H 2.0668 1.1638 -4.5500 0.0 0.1 0.0 0.11
H 3.8177 0.9385 -4.4263 -0.1 0.0 -0.2 0.10
H 2.8843 -1.1764 -4.1595 0.1 0.0 0.1 0.11
H 3.5554 -0.6839 -2.6253 -0.1 -0.1 0.2 0.10
H 1.0122 -1.8299 -2.9940 0.2 -0.1 0.0 0.09
H 0.6311 -0.1537 -3.2316 -0.1 -0.1 -0.1 0.11
H 0.9476 0.4315 -0.9977 0.2 0.1 0.0 0.07
H 0.2682 -1.1592 -0.8870 0.0 0.0 -0.2 0.11
H 3.1028 -0.2713 -0.4039 0.1 -0.1 0.1 0.11
H 2.0162 -1.0537 0.7140 0.0 0.0 0.0 0.13
H 5.8165 -2.2449 0.5964 0.1 0.0 0.0 0.12
H 4.7746 -6.0647 -3.5194 -0.1 -0.1 0.3 0.09
H 5.4874 -4.5059 -3.8430 -0.2 0.0 0.0 0.12
H 7.1832 -5.8756 -3.2199 0.0 -0.2 0.1 0.07
H 7.0021 -4.9203 -1.9423 -0.1 0.0 0.1 0.05
H 2.6323 -4.6258 -3.2789 -0.2 -0.2 0.2 0.14
O 0.9045 4.3016 -1.2628 0.2 -0.1 -0.1 -0.33
S 0.8809 3.5119 -0.0472 -0.3 0.1 0.6 0.68
O 1.7985 2.4118 0.1446 0.2 0.1 -0.2 -0.33
C 0.9998 4.6151 1.3531 -0.2 0.2 0.0 -0.24
C -0.4490 4.9659 1.6693 -0.1 0.0 -0.1 -0.20
C -1.2341 3.6530 1.5552 0.1 0.2 0.1 -0.22
C -0.7980 2.9665 0.2592 -0.2 -0.2 0.1 -0.21
H 1.6114 5.4746 1.0887 0.1 -0.1 -0.1 0.10
H 1.4616 4.0649 2.1680 0.0 0.0 0.0 0.09
H -0.5372 5.4118 2.6584 0.1 0.0 0.0 0.11
H -0.8297 5.6843 0.9378 0.0 0.0 0.0 0.10
H -0.9966 3.0110 2.4044 0.0 0.0 0.0 0.11
H -2.3071 3.8226 1.5593 0.0 0.0 -0.1 0.09
H -0.8112 1.8822 0.3479 0.1 0.0 -0.1 0.10
H -1.4083 3.2775 -0.5825 0.0 0.1 0.0 0.08
O -0.6627 -7.9075 3.5037 -0.1 -0.1 0.0 -0.32
S 0.0962 -8.3101 2.3477 0.1 0.1 -0.2 0.66
O -0.0785 -9.6147 1.7550 -0.1 0.0 0.1 -0.34
C -0.0722 -7.0604 1.0803 0.1 0.2 -0.1 -0.22
C 1.0616 -6.0831 1.3567 0.1 0.0 0.1 -0.20
C 2.2882 -6.9450 1.6833 -0.1 0.0 0.0 -0.20
C 1.8428 -8.0278 2.6754 0.3 0.1 -0.1 -0.21
H -1.0616 -6.6134 1.1393 0.0 -0.1 0.1 0.11
H 0.0597 -7.5544 0.1176 0.0 0.0 0.0 0.10
H 1.2356 -5.4349 0.5017 0.0 0.0 0.0 0.09
H 0.8147 -5.4531 2.2142 0.0 0.0 0.0 0.13
H 2.6527 -7.4165 0.7691 0.0 0.0 0.0 0.09
H 3.1045 -6.3493 2.0900 0.0 0.0 0.0 0.12
H 2.3808 -8.9626 2.5354 -0.1 -0.1 0.1 0.10
H 1.9350 -7.6992 3.7086 -0.1 0.0 0.0 0.10
O -4.7617 2.7481 1.2935 0.2 0.0 -0.1 -0.31
S -4.3366 1.7118 2.2007 -0.1 -0.2 0.3 0.67
O -2.9708 1.2483 2.2244 0.0 0.1 -0.2 -0.32
C -4.8409 2.1577 3.8582 -0.2 0.0 0.3 -0.22
C -6.2445 1.5717 3.9903 0.0 0.0 -0.1 -0.22
C -6.1748 0.1735 3.3686 0.0 0.0 0.1 -0.21
C -5.4382 0.3036 2.0315 -0.2 -0.3 0.1 -0.21
H -4.8056 3.2394 3.9665 0.1 0.0 -0.1 0.11
H -4.1436 1.6879 4.5518 0.1 0.0 -0.1 0.11
H -6.5649 1.5333 5.0305 0.0 0.0 0.0 0.12
H -6.9589 2.1841 3.4413 0.0 0.0 0.0 0.09
H -5.6197 -0.4943 4.0317 0.0 0.0 0.0 0.12
H -7.1668 -0.2509 3.2290 0.0 0.0 0.0 0.10
H -4.8464 -0.5772 1.7946 0.1 0.1 -0.1 0.10
H -6.1225 0.5225 1.2149 0.0 0.1 0.0 0.08
O -10.8958 -0.0327 1.8209 0.1 0.0 0.1 -0.31
S -9.9354 0.9648 1.4266 0.1 0.1 -0.2 0.67
O -8.9924 1.5047 2.3771 -0.1 -0.2 0.1 -0.32
C -9.0585 0.3790 -0.0197 0.0 -0.1 -0.3 -0.23
C -9.9018 0.8648 -1.1934 -0.1 0.0 0.0 -0.22
C -10.3055 2.3048 -0.8500 0.1 0.0 0.0 -0.21
C -10.7976 2.3091 0.6031 -0.1 0.2 -0.3 -0.22
H -8.9611 -0.7031 0.0330 0.0 0.0 0.1 0.11
H -8.0743 0.8473 -0.0208 0.0 0.0 0.0 0.10
H -9.3479 0.8117 -2.1292 0.0 0.0 0.0 0.12
H -10.7936 0.2423 -1.2934 0.0 0.0 0.0 0.12
H -9.4371 2.9591 -0.9473 0.0 0.0 0.0 0.12
H -11.0747 2.6797 -1.5233 0.0 0.0 0.0 0.11
H -10.5664 3.2387 1.1168 0.0 -0.1 0.1 0.10
H -11.8641 2.1036 0.6713 0.0 -0.1 0.1 0.10
O -2.8775 4.9369 -0.8603 -0.1 0.0 -0.1 -0.31
S -2.9320 5.5288 -2.1756 0.0 0.2 -0.2 0.68
O -3.3411 4.7556 -3.3205 0.0 -0.2 0.1 -0.32
C -3.9144 7.0217 -2.0790 0.0 0.3 0.1 -0.23
C -2.9049 8.1120 -1.7345 0.1 0.0 0.0 -0.22
C -1.6770 7.8384 -2.6140 -0.1 0.0 0.0 -0.21
C -1.3658 6.3391 -2.5154 0.2 0.3 0.0 -0.21
H -4.6936 6.8920 -1.3314 0.0 -0.1 0.0 0.11
H -4.3583 7.1859 -3.0605 0.0 -0.1 0.0 0.11
H -3.3169 9.1050 -1.9096 0.0 0.0 0.0 0.11
H -2.6282 8.0432 -0.6799 0.0 0.0 0.0 0.12
H -1.9055 8.1024 -3.6489 0.0 0.0 0.0 0.12
H -0.8191 8.4345 -2.3063 0.0 0.0 0.0 0.11
H -0.9582 5.9353 -3.4381 0.0 -0.1 0.1 0.11
H -0.6923 6.1138 -1.6916 0.0 -0.1 0.0 0.08
O 3.6494 -8.2072 -3.9794 0.1 0.0 -0.1 -0.33
S 4.0387 -9.3056 -3.1266 0.0 -0.1 0.2 0.66
O 5.3805 -9.8258 -3.1470 0.0 0.1 -0.2 -0.32
C 3.5699 -8.9101 -1.4468 -0.3 0.0 0.2 -0.23
C 2.1416 -9.4404 -1.3189 0.1 0.0 0.0 -0.22
C 2.1430 -10.8117 -2.0033 0.0 0.0 0.0 -0.20
C 2.8678 -10.6518 -3.3459 -0.3 -0.2 0.1 -0.22
H 3.6595 -7.8360 -1.2940 0.1 0.0 -0.1 0.09
H 4.2510 -9.4413 -0.7822 0.1 0.0 0.0 0.11
H 1.8316 -9.5107 -0.2764 0.0 0.0 0.0 0.09
H 1.4465 -8.7718 -1.8336 0.0 0.0 0.0 0.12
H 2.6752 -11.5310 -1.3781 0.0 0.0 0.0 0.12
H 1.1324 -11.1898 -2.1478 0.0 0.0 0.0 0.12
H 3.4167 -11.5459 -3.6297 0.1 0.1 -0.1 0.10
H 2.1841 -10.3671 -4.1434 0.1 0.1 0.0 0.10
O 2.2587 7.9889 4.8593 -0.1 0.0 0.0 -0.31
S 2.7975 6.7109 4.4714 0.2 -0.1 -0.1 0.67
O 1.9538 5.6894 3.9008 -0.1 0.2 0.1 -0.33
C 4.2065 6.9822 3.4022 0.3 0.0 -0.1 -0.23
C 5.3897 7.0838 4.3593 0.0 0.0 0.1 -0.22
C 5.1873 5.9698 5.3953 0.0 0.0 -0.1 -0.21
C 3.7238 6.0283 5.8519 0.3 -0.1 0.2 -0.22
H 4.0414 7.8800 2.8112 -0.1 0.0 0.0 0.11
H 4.2963 6.1137 2.7494 -0.1 0.0 0.0 0.11
H 6.3368 6.9798 3.8324 0.0 0.0 0.0 0.12
H 5.3846 8.0569 4.8550 0.0 0.0 0.0 0.12
H 5.3908 5.0019 4.9331 0.0 0.0 0.0 0.12
H 5.8645 6.0770 6.2412 0.0 0.0 0.0 0.11
H 3.3237 5.0460 6.0895 -0.1 0.0 0.0 0.10
H 3.5892 6.6979 6.6991 -0.1 0.1 -0.1 0.10
```
Positions in Å, forces in eV/Å.


[2]
Formula: C28H40Br4MnNO10PSi2
Source: the OMol25 dataset
Level of theory: the ωB97M-V functional and the def2-TZVPD basis

Calculated values
total charge = -2
2S+1 = 4
LUMO energy (alpha / beta) = 3.54 / 3.55 eV
molecular weight = 1012.33 g mol⁻¹
HOMO-LUMO gap (alpha / beta) = 7.025 / 7.166 eV
max |F| = 0.23 eV/A
ΔE to the lowest compared entry with this formula, charge and spin = 11.5 kcal/mol

Structure (XYZ):
```
87
Properties=species:S:1:pos:R:3:forces:R:3:lowdin_charge:R:1
Mn -0.9428 -0.0979 -0.8957 0.1 0.0 0.0 0.93
Br -4.5672 -1.7606 -6.4201 0.0 0.0 0.0 0.67
C -3.3874 -0.8993 -5.2177 0.0 0.0 0.0 -0.76
C -2.7781 0.2972 -5.5615 0.0 0.0 0.0 -0.75
Br -3.1117 1.1057 -7.2390 0.0 0.0 0.0 0.67
C -1.9030 0.9200 -4.6590 0.0 0.0 0.0 -0.64
Br -1.0409 2.5565 -5.0310 0.0 0.0 0.0 0.77
C -1.6400 0.3416 -3.4313 0.0 0.0 0.0 -0.39
O -0.8094 0.8360 -2.5307 0.0 0.0 0.0 -0.20
C -2.2686 -0.8713 -3.0750 0.0 0.0 0.0 -0.37
O -1.9555 -1.3416 -1.8817 0.0 0.0 0.0 -0.17
C -3.1326 -1.4833 -3.9669 0.0 0.0 0.0 -0.63
Br -3.9538 -3.0855 -3.4041 0.0 0.0 0.0 0.77
O -3.7642 -1.6177 5.2609 -0.1 0.0 0.0 -0.05
C -2.8667 -2.3030 4.7417 0.2 0.1 0.1 -0.70
O -2.2263 -3.2758 5.1892 -0.1 -0.1 0.0 -0.06
C -2.4256 -1.8428 3.3260 0.0 -0.1 0.0 -0.09
C -1.4065 -2.5103 2.6592 0.0 0.0 0.0 0.00
C -0.9729 -2.0483 1.4359 0.0 0.0 0.0 -0.10
N -1.5237 -0.9916 0.8361 0.0 0.0 0.0 0.05
C -2.5267 -0.3467 1.4567 0.0 0.0 0.0 -0.13
C -2.9914 -0.7418 2.6956 0.0 0.0 0.0 0.07
C -3.1196 0.8259 0.6925 0.0 0.0 0.0 -0.58
O -3.9809 1.5142 1.2159 0.0 0.0 0.0 0.05
O -2.6274 0.9610 -0.4846 0.0 0.0 0.0 -0.07
H -0.9506 -3.3694 3.1323 0.0 0.0 0.0 0.12
H -0.1508 -2.5178 0.9256 0.0 0.0 0.0 0.06
H -3.7883 -0.1874 3.1699 0.0 0.0 0.0 0.13
C -0.0059 0.8878 4.5924 0.0 0.0 0.0 -0.01
C 1.1682 0.4231 3.7430 0.0 0.0 0.0 -0.60
C 1.5286 -1.0208 4.0563 0.0 0.0 0.0 -0.02
C 2.3849 1.3184 3.9575 0.0 0.0 0.0 -0.05
O 0.7128 0.4073 2.3589 0.0 0.0 0.0 -0.15
P 0.9678 1.5322 1.2594 0.0 0.0 0.0 0.31
O 2.3975 1.7109 0.9341 0.0 0.0 0.0 -0.26
O 0.0406 1.1768 0.0999 0.0 0.0 -0.1 -0.31
O 0.3264 2.8144 1.9760 0.0 -0.1 0.1 -0.16
C -0.0410 4.0543 1.3231 0.0 0.0 0.0 -0.62
C -1.4086 3.9017 0.6750 0.0 0.0 0.0 -0.02
C 1.0133 4.4557 0.3001 0.0 0.0 0.0 -0.03
C -0.0955 5.0631 2.4628 0.0 0.0 0.0 -0.04
H 0.2673 0.8687 5.6498 0.0 0.0 0.0 0.09
H -0.8653 0.2333 4.4479 0.0 0.0 0.0 0.08
H -0.2891 1.9029 4.3141 0.0 0.0 0.0 0.08
H 1.8703 -1.1034 5.0899 0.0 0.0 0.0 0.09
H 2.3274 -1.3569 3.3921 0.0 0.0 0.0 0.09
H 0.6623 -1.6690 3.9315 0.0 0.0 0.0 0.07
H 2.6947 1.2254 5.0011 0.0 0.0 0.0 0.08
H 2.1488 2.3625 3.7564 0.0 0.0 0.0 0.08
H 3.2066 1.0249 3.3064 0.0 0.0 0.0 0.08
H -1.3867 3.1837 -0.1426 0.0 0.0 0.0 0.07
H -1.7331 4.8699 0.2845 0.0 0.0 0.0 0.09
H -2.1457 3.5542 1.3999 0.0 0.0 0.0 0.09
H 1.0421 3.7475 -0.5280 0.0 0.0 0.0 0.07
H 2.0033 4.4828 0.7570 0.0 0.0 0.0 0.09
H 0.7701 5.4431 -0.0990 0.0 0.0 0.0 0.09
H -0.8219 4.7394 3.2095 0.0 0.0 0.0 0.09
H -0.3943 6.0429 2.0851 0.0 0.0 0.0 0.08
H 0.8830 5.1501 2.9393 0.0 0.0 0.0 0.08
C -0.6475 -3.9640 -1.4455 0.0 0.0 0.0 -0.19
Si 0.9637 -3.0053 -1.4001 0.0 0.0 0.0 0.46
C 2.0403 -3.6212 0.0335 0.0 0.0 0.0 -0.17
C 1.8602 -3.6576 -2.9343 0.0 0.0 0.0 -0.18
C 0.8875 -1.1212 -1.2342 -0.1 0.0 0.1 -0.31
Si 1.8908 -0.1593 -2.5131 0.0 0.0 0.0 0.46
C 2.0586 1.6924 -2.3292 0.0 0.0 0.1 -0.18
C 3.6793 -0.7619 -2.2993 0.0 0.0 -0.1 -0.18
C 1.3205 -0.5336 -4.2747 0.1 0.0 0.0 -0.16
H -0.4032 -5.0297 -1.3784 0.0 0.0 0.0 0.03
H -1.1570 -3.7922 -2.3938 0.0 0.0 0.0 0.00
H -1.3585 -3.7181 -0.6598 0.0 0.0 0.0 0.02
H 1.8705 -4.6850 0.2220 0.0 0.0 0.0 0.03
H 1.8806 -3.0828 0.9691 0.0 0.0 0.0 0.01
H 3.0939 -3.4928 -0.2309 0.0 0.0 0.0 0.03
H 1.7177 -4.7430 -2.9397 0.0 0.0 0.0 0.03
H 2.9328 -3.4683 -2.8973 0.0 0.0 0.0 0.01
H 1.4775 -3.2724 -3.8790 0.0 0.0 0.0 0.02
H 1.3449 -0.8912 -0.2630 0.0 0.0 0.0 0.02
H 2.5566 1.9347 -1.3886 0.0 0.0 0.0 0.01
H 1.1004 2.2045 -2.3780 0.0 0.0 0.0 0.01
H 2.6837 2.0379 -3.1612 0.0 0.0 0.0 0.03
H 3.9502 -0.7698 -1.2403 0.0 0.0 0.0 0.03
H 4.3456 -0.0518 -2.7991 0.0 0.0 0.0 0.02
H 3.8732 -1.7500 -2.7161 0.0 0.0 0.0 0.00
H 0.8650 0.3586 -4.7089 0.0 0.0 0.0 0.00
H 0.5825 -1.3354 -4.3329 0.0 0.0 0.0 0.02
H 2.1736 -0.8144 -4.8997 0.0 0.0 0.0 0.03
```
Positions in Å, forces in eV/Å.


[3]
Formula: C4H7N3O
Source: the OMol25 dataset
Level of theory: the ωB97M-V functional and the def2-TZVPD basis

Calculated values
total charge = 0
LUMO energy = 0.96 eV
molecular weight = 113.12 g mol⁻¹
HOMO-LUMO gap = 8.931 eV
max |F| = 13.05 eV/A
structure (SMILES) = C1=NOC[C@@H]2CN2N1
ΔE to the lowest compared entry with this formula, charge and spin = 220.0 kcal/mol

Structure (XYZ):
```
15
Properties=species:S:1:pos:R:3:forces:R:3:lowdin_charge:R:1
C 1.1447 1.4806 0.0135 4.3 -0.4 4.7 -0.19
N 2.0714 0.4670 0.1659 -3.4 2.3 -0.9 0.08
O 1.8344 -0.9331 -0.1256 4.4 4.1 0.8 -0.14
C 0.6398 -1.4924 -0.2389 -2.9 0.0 -1.5 -0.23
C -0.4251 -0.6559 0.4260 -1.5 -0.2 -2.0 -0.19
C -1.9355 -0.3251 0.1245 6.7 -5.4 -9.8 0.06
N -0.7533 0.4316 -0.3951 -3.0 -3.9 -4.2 -0.14
N -0.2262 1.6439 -0.2365 2.7 2.1 2.8 -0.02
H 1.5572 2.4208 0.7877 -0.8 -2.5 -3.1 0.18
H 0.9584 -2.4295 0.0105 -0.7 -3.2 2.0 0.10
H 0.4680 -1.6830 -1.2906 -1.1 0.7 -0.8 0.13
H -0.2938 -0.3289 1.3848 1.1 0.2 2.9 0.11
H -2.5811 -1.0360 -0.5214 1.4 1.8 0.6 0.14
H -2.3204 0.0633 0.8309 -5.4 4.8 9.5 -0.02
H -0.1384 2.3766 -0.9358 -1.6 -0.5 -1.0 0.13
```
Positions in Å, forces in eV/Å.